47
Properties=species:S:1:pos:R:3:lowdin_charge:R:1 method="wB97M-V/def2-TZVPD" e_lumo_ev=-3.7 charge=+1 e_above_lowest_kj_mol=322.62 gap_ha=0.249
C 3.9203 0.0905 -1.0292 -0.005
O 2.5659 0.6177 -1.3201 -0.089
C 1.6405 -0.3962 -1.0987 -0.317
C 0.3955 -0.2484 -1.9800 -0.161
C -0.0544 -1.3856 -2.6190 -0.014
C -1.1188 -1.2275 -3.5192 -0.060
C -1.7581 0.0043 -3.6421 -0.083
C -1.3124 1.1347 -2.9631 -0.071
C -0.1338 1.0142 -2.2412 -0.051
H 4.5032 0.9809 -0.8013 0.098
H 3.9868 -0.6809 -0.2211 0.099
H 4.3109 -0.4031 -1.9287 0.098
H 2.0235 -1.3506 -1.4849 0.143
H 0.4835 -2.3292 -2.4650 0.135
H -1.3778 -2.0733 -4.1519 0.111
H -2.6228 0.0939 -4.2872 0.105
H -1.7644 2.1284 -3.0583 0.118
H 0.4101 1.9080 -1.9606 0.138
C 2.8623 0.6425 3.3563 -0.018
C 2.4699 -0.2164 2.2633 -0.317
C 2.7763 -1.5303 1.9432 -0.020
C 2.0145 -1.8834 0.8120 0.004
C 1.6746 -0.6534 0.2813 -0.292
B -1.4367 0.1399 0.2088 -0.705
N -2.5030 0.5361 1.1481 -0.105
C -2.1493 0.1047 2.5455 0.109
C -2.5888 1.9959 0.8499 0.070
C -1.2016 2.3926 0.4390 -0.293
O -0.5612 3.4038 0.4901 0.235
O -0.5705 1.1758 -0.0278 0.180
C -3.5147 -0.4096 0.5332 0.075
C -2.6999 -1.6383 0.1119 -0.292
O -3.0438 -2.7578 -0.1579 0.223
O -1.3022 -1.2274 0.0298 0.249
O 1.7745 0.3421 1.2265 0.087
H 3.1015 0.0187 4.2250 0.095
H 3.7785 1.2254 3.1793 0.099
H 2.0521 1.3190 3.6239 0.085
H 3.5524 -2.1559 2.3492 0.119
H 1.9934 -2.7721 0.1928 0.132
H -3.1145 0.0110 3.0758 0.131
H -1.5930 -0.8649 2.5098 0.146
H -1.4785 0.8457 3.0038 0.135
H -3.2645 2.0366 -0.0084 0.165
H -2.9469 2.5904 1.6731 0.164
H -4.2787 -0.5878 1.3016 0.167
H -3.8996 0.0391 -0.4071 0.177